C76H169AsF6N8O2P3 | ωB97M-V/def2-TZVPD

The geometry in XYZ format:
```
265
Properties=species:S:1:pos:R:3:mulliken_charge:R:1
As 1.5913 2.1754 2.6483 1.560
F 2.2346 1.1579 1.3597 -0.390
F 2.4868 1.1981 3.9026 -0.534
F 0.8982 3.1634 3.9821 -0.536
F 0.8689 3.2536 1.3573 -0.385
F 0.1301 1.2098 2.7384 -0.510
F 3.0740 3.1914 2.5406 -0.573
C 6.0468 3.4807 4.0751 -0.999
N 6.9152 2.3155 3.4429 0.209
C 6.1477 1.7465 2.2206 -0.643
C 8.2652 2.9338 3.0560 -0.941
C 7.2911 1.2795 4.5843 -0.586
C 8.1665 0.0734 4.3582 -0.911
O 7.7028 -0.8102 3.4490 -0.358
H 6.0888 4.2719 3.3266 0.444
H 6.5952 3.9027 4.9172 0.510
H 5.0532 3.1907 4.4168 0.156
H 6.7061 0.8713 1.8882 0.470
H 5.8920 2.4943 1.4700 0.372
H 5.2368 1.3545 2.6730 -0.082
H 8.7926 3.2964 3.9384 0.364
H 8.1591 3.6852 2.2735 0.365
H 8.7792 2.1279 2.5322 0.415
H 6.2857 1.0073 4.9056 0.447
H 7.6664 1.7851 5.4740 0.491
H 8.2576 -0.3807 5.3450 0.437
H 9.2211 0.3323 4.2634 0.507
H 8.3682 -1.4602 3.2116 0.295
C -0.4128 2.9330 8.5723 -0.879
N 0.2684 1.8350 7.6312 0.069
C -0.7709 1.4504 6.5476 -0.849
C 1.4881 2.5587 7.0643 -1.086
C 0.7136 0.5783 8.4795 -0.582
C 1.2489 -0.6121 7.7611 -0.376
O 0.2005 -1.2640 7.0812 -0.500
H 0.2562 3.3529 9.3234 0.360
H -1.2581 2.3668 8.9633 0.450
H -0.8893 3.7133 7.9788 0.345
H -1.5119 0.8260 7.0469 0.419
H -0.3392 0.8377 5.7562 0.280
H -1.2837 2.2900 6.0784 0.333
H 2.1618 1.8467 6.5875 0.305
H 1.9684 2.9733 7.9506 0.376
H 1.1091 3.3469 6.4137 0.407
H -0.1581 0.3332 9.0863 0.444
H 1.4809 1.0363 9.1036 0.359
H 1.3416 -1.3041 8.5981 0.448
H 2.0660 -0.6234 7.0397 0.297
H 0.4134 -2.1963 6.9974 0.291
C 4.2149 -1.7824 3.2419 -0.722
C 4.4665 -2.8969 2.1781 0.700
N 4.7682 -2.3795 0.8547 0.637
C 4.1863 -2.7515 -0.3203 -0.104
C 4.7889 -2.1507 -1.4547 -1.135
N 5.8922 -1.5312 -0.8709 0.222
C 5.8351 -1.6297 0.4737 -0.367
C 7.0560 -0.9118 -1.5099 -0.942
H 5.0900 -1.1327 3.2264 -0.354
H 4.1105 -2.0575 4.2915 0.579
H 3.4064 -1.1028 2.9725 0.065
H 3.5407 -3.4717 2.2036 -0.814
H 5.2149 -3.5810 2.5780 0.423
H 3.3728 -3.4558 -0.2277 0.337
H 4.6099 -2.1633 -2.5197 0.637
H 6.6510 -1.3503 1.1239 0.560
H 6.7801 -0.0103 -2.0570 0.317
H 7.4782 -1.6540 -2.1874 0.433
H 7.8978 -0.7374 -0.8399 0.358
C 3.1892 5.9270 4.7890 -0.830
C 2.0797 6.5999 3.9168 0.465
N 2.1546 8.0407 3.9833 0.335
C 1.4469 8.9179 4.7963 -0.209
C 1.8361 10.2141 4.4879 -0.547
N 2.7306 10.1623 3.4324 0.149
C 2.9480 8.8434 3.1439 -0.326
C 3.1352 11.2697 2.7118 -0.858
H 2.9591 5.8998 5.8540 0.343
H 4.1390 6.4563 4.7125 0.474
H 3.4300 4.9116 4.4742 -0.081
H 1.1057 6.2404 4.2486 0.441
H 2.3334 6.3062 2.8982 -0.815
H 0.7203 8.5016 5.4783 0.461
H 1.5439 11.2063 4.7986 0.458
H 3.5676 8.5042 2.3269 0.429
H 3.3035 10.9247 1.6917 0.315
H 3.9949 11.7445 3.1846 0.324
H 2.3598 12.0347 2.6721 0.385
C 2.1951 6.0003 -5.9084 -0.874
C 1.8884 6.8504 -4.6556 -0.634
N 1.7900 6.1414 -3.4283 0.189
C 0.9188 5.1560 -2.9953 -0.868
C 1.1139 4.8655 -1.6708 -0.230
N 2.1544 5.7236 -1.2527 0.284
C 2.6020 6.4238 -2.3528 -0.146
C 2.7520 5.6550 0.1043 -0.685
H 2.0553 6.6313 -6.7861 0.421
H 1.3998 5.2654 -6.0328 0.164
H 3.2192 5.6271 -5.9116 0.379
H 0.8721 7.2441 -4.6630 0.334
H 2.5399 7.6874 -4.4042 0.373
H 0.2066 4.6867 -3.6578 0.558
H 0.5929 4.3238 -0.8952 0.484
H 3.4034 7.1433 -2.4337 0.414
H 1.9374 5.3337 0.7534 0.052
H 3.0323 6.6583 0.4252 0.193
H 3.5694 4.9379 0.0288 0.418
C -4.3295 -6.6938 -1.8332 -1.085
C -2.9910 -7.1498 -2.2104 -0.760
C -1.7841 -6.7114 -1.3100 -0.518
C -2.0490 -6.6903 0.2242 -0.893
P -0.7344 -5.9777 1.1980 0.961
C -1.0659 -6.0565 3.0042 -0.957
C -1.7923 -7.2971 3.4976 -0.976
C -1.9975 -7.3100 5.0471 -0.703
C -3.3517 -6.6474 5.3497 -1.182
C 0.8980 -6.9252 1.1462 -1.821
C 2.0895 -6.2971 1.9679 0.540
C 3.3116 -7.3208 1.8806 -0.776
C 4.5888 -6.7269 2.5264 -1.033
C -0.5019 -4.2543 0.8236 -0.830
C 0.2456 -3.4191 1.9290 0.571
C 0.0648 -1.9142 1.7794 -1.362
C 0.7250 -1.2970 0.4041 0.184
H -5.0389 -6.7063 -2.6606 0.481
H -4.2833 -5.6430 -1.5473 0.041
H -4.7152 -7.2924 -1.0079 0.397
H -2.7292 -6.8424 -3.2228 0.362
H -3.0659 -8.2371 -2.1917 0.436
H -1.3866 -5.7344 -1.5851 0.081
H -0.9502 -7.4004 -1.4436 0.389
H -2.1239 -7.7236 0.5628 0.583
H -3.0128 -6.2751 0.5189 0.697
H -1.5580 -5.1317 3.3054 0.789
H -0.1247 -6.0232 3.5530 0.348
H -1.2652 -8.2133 3.2317 0.464
H -2.7497 -7.3758 2.9826 0.341
H -1.1486 -6.9674 5.6389 0.418
H -2.0247 -8.3626 5.3288 0.390
H -3.4289 -6.2661 6.3679 0.350
H -4.1229 -7.3994 5.1829 0.336
H -3.5905 -5.8859 4.6073 0.293
H 1.1034 -7.1439 0.0983 0.903
H 0.6824 -7.9443 1.4671 0.708
H 1.9459 -5.9872 3.0030 0.499
H 2.4236 -5.4393 1.3841 -0.531
H 3.5329 -7.6925 0.8801 0.395
H 3.1523 -8.2388 2.4464 0.474
H 5.3186 -7.5357 2.5638 0.457
H 4.3700 -6.4601 3.5603 0.339
H 4.8697 -5.8296 1.9751 0.050
H -1.4742 -3.8925 0.4892 0.324
H 0.1683 -4.2345 -0.0358 0.475
H 1.3033 -3.6574 2.0417 -0.992
H -0.1145 -3.6098 2.9399 0.560
H 0.6092 -1.3740 2.5539 0.261
H -1.0145 -1.8429 1.9146 0.518
H 1.7981 -1.1608 0.5381 -0.182
H 0.3725 -0.2658 0.3832 -0.236
H 0.3482 -1.7470 -0.5143 0.440
C -10.5534 1.0872 2.0253 -1.316
C -10.0470 0.0180 1.0467 -0.441
C -8.7253 0.5142 0.4917 -0.494
C -8.0773 -0.4809 -0.4939 -0.841
P -6.6619 0.2513 -1.2869 0.625
C -7.0631 1.9486 -1.8357 -1.296
C -8.2805 1.9802 -2.8224 -0.662
C -8.5718 3.4700 -3.0758 -0.755
C -9.0114 4.1690 -1.7779 -0.979
C -6.2113 -0.7817 -2.7777 -1.282
C -6.0225 -2.3649 -2.7904 -0.046
C -7.3291 -3.2031 -2.8940 -0.826
C -6.9947 -4.7952 -2.8854 -1.321
C -5.2215 0.3074 -0.2051 -1.036
C -4.1127 1.2461 -0.7547 -0.904
C -2.7743 1.0201 -0.0293 -0.167
C -1.7594 2.0885 -0.4776 -1.140
H -10.7133 2.0150 1.4760 0.309
H -9.9162 1.2726 2.8900 0.326
H -11.5036 0.8522 2.5049 0.406
H -10.7442 -0.1135 0.2193 0.345
H -9.9491 -0.9141 1.6033 0.359
H -7.9935 0.6727 1.2838 0.354
H -8.9851 1.4763 0.0503 -0.125
H -8.8408 -0.6607 -1.2508 0.548
H -7.7849 -1.3977 0.0181 0.654
H -6.0973 2.2062 -2.2703 0.915
H -7.2026 2.5880 -0.9640 0.528
H -9.2117 1.5703 -2.4312 0.353
H -8.2024 1.4467 -3.7696 0.387
H -9.3976 3.5078 -3.7863 0.427
H -7.6958 3.9144 -3.5483 0.370
H -9.5837 3.5752 -1.0651 0.144
H -9.6243 5.0683 -1.8395 0.389
H -8.0697 4.4394 -1.3001 0.302
H -5.3673 -0.2965 -3.2680 0.523
H -7.1296 -0.6295 -3.3450 0.552
H -5.3759 -2.6924 -1.9763 0.268
H -5.4315 -2.7276 -3.6313 0.131
H -7.9606 -2.8773 -3.7206 0.491
H -7.9952 -3.0720 -2.0413 0.279
H -6.2764 -5.0271 -3.6718 0.342
H -7.8745 -5.3990 -3.1080 0.431
H -6.6986 -5.0421 -1.8658 0.321
H -4.9106 -0.7018 0.0647 0.579
H -5.4646 0.8071 0.7327 0.726
H -4.3208 2.3057 -0.6066 0.443
H -3.8838 1.1508 -1.8161 0.532
H -2.3825 0.0195 -0.2119 -0.171
H -2.8758 1.0261 1.0560 0.410
H -2.2035 3.0838 -0.4913 0.723
H -1.4860 1.8979 -1.5153 0.196
H -0.8723 2.1667 0.1509 0.035
C 0.8237 -2.8298 -10.5573 -1.340
C 1.1407 -2.9263 -9.0652 -0.646
C 0.4104 -1.9586 -8.1271 -0.427
C 1.0857 -1.8331 -6.7356 -1.323
P 0.3407 -0.7345 -5.4650 -0.081
C 1.4691 -0.6319 -3.9390 -0.818
C 1.1678 0.5446 -2.9288 -0.259
C 2.2446 0.7093 -1.7572 1.733
C 3.6302 1.2791 -2.0579 -1.617
C -1.3425 -1.2088 -4.9364 -0.464
C -1.4156 -2.7891 -4.9270 -0.985
C -2.6385 -3.2077 -4.1258 -1.033
C -2.4788 -3.1349 -2.6033 0.163
C 0.2135 0.8773 -6.3175 -1.163
C 1.5065 1.4330 -6.8072 -0.816
C 1.4236 2.5356 -7.9010 -0.556
C 2.8931 2.9702 -8.2314 -0.983
H 1.4320 -3.5891 -11.0487 0.407
H 1.1597 -1.8720 -10.9547 0.339
H -0.2133 -3.0607 -10.8009 0.339
H 2.2137 -2.9012 -8.8748 0.428
H 0.8471 -3.9027 -8.6798 0.356
H -0.5954 -2.3641 -8.0167 0.289
H 0.2720 -0.9749 -8.5757 0.190
H 2.0649 -1.3968 -6.9330 0.741
H 1.2272 -2.8580 -6.3925 0.680
H 2.4293 -0.5496 -4.4483 0.844
H 1.3954 -1.5812 -3.4084 0.635
H 0.2347 0.2961 -2.4232 -0.175
H 0.9217 1.4598 -3.4673 0.566
H 2.4051 -0.2516 -1.2683 -0.859
H 1.9008 1.4584 -1.0439 -0.381
H 3.7225 2.2013 -2.6316 0.351
H 4.2931 0.4946 -2.4230 0.250
H 4.0551 1.5101 -1.0811 0.185
H -1.9600 -0.6866 -5.6672 0.894
H -1.5239 -0.7836 -3.9493 0.086
H -0.4704 -3.1806 -4.5509 0.681
H -1.3632 -3.1044 -5.9691 0.401
H -2.8048 -4.2254 -4.4789 0.298
H -3.5423 -2.7017 -4.4652 0.204
H -2.5553 -2.1351 -2.1760 0.166
H -1.5136 -3.5521 -2.3162 0.238
H -3.2524 -3.7561 -2.1518 -0.227
H -0.2497 1.7191 -5.8029 0.792
H -0.4470 0.7179 -7.1698 0.710
H 2.1790 0.6492 -7.1556 0.352
H 2.0843 1.8311 -5.9731 0.302
H 0.8370 3.4209 -7.6555 0.373
H 1.0384 2.1384 -8.8401 0.365
H 3.1621 3.8986 -7.7278 0.077
H 3.0342 3.1628 -9.2950 0.385
H 3.5531 2.1770 -7.8801 0.325
```

Results
⟨S²⟩: 0.752
LUMO level (alpha / beta): -9.778 / -9.766 eV
charge: +6
orbital gap (alpha / beta): 2.71 / 9.82 eV
2S+1: 2